1.
15
Properties=species:S:1:pos:R:3:nbo_charge:R:1 method="wB97M-V/def2-TZVPD" lumo_ev=-0.430 homo_lumo_gap_ev=8.693 relative_energy_kcal_mol=51.7 multiplicity=1
C 1.95186 1.39874 -0.57071 -0.05
C 2.14769 0.06572 -0.15136 -0.32
C 0.86581 -0.35932 0.06285 0.32
C -1.40998 0.41691 -0.13595 -0.21
C -1.59827 -0.83589 0.75747 -0.27
N 0.66552 1.71187 -0.60110 -0.25
N 0.01187 0.62255 -0.20760 -0.22
N -0.61480 -1.84866 0.51487 -0.50
Br 3.76292 -0.85203 0.07196 0.10
H 2.69823 2.11643 -0.84484 0.22
H -1.80145 0.25174 -1.14743 0.20
H -1.90253 1.29323 0.28850 0.23
H -1.50341 -0.54379 1.80950 0.20
H -2.60366 -1.24413 0.59674 0.22
H -0.66980 -2.19337 -0.44291 0.34

---

2.
52
Properties=species:S:1:pos:R:3:mulliken_charge:R:1 method="wB97M-V/def2-TZVPD" lumo_ev=-10.739 homo_lumo_gap_ev=5.236 charge=+3 relative_energy_kcal_mol=0.0 multiplicity=1
Ba -2.39258 -3.19160 -2.04455 1.85
Ba -1.74698 1.03826 -4.29270 1.82
O -0.57471 0.50290 -0.03226 -0.23
C -1.03431 -0.55161 -0.68065 0.37
O -1.41516 -0.42812 -1.91892 -0.65
O -0.95392 -1.67523 -0.14091 -0.87
H -0.51011 1.27743 -0.61507 0.24
C -0.25755 -1.09584 4.52787 -1.18
C 0.60720 -1.04200 3.29012 0.48
O 0.45013 -2.24742 2.50257 -0.48
H -0.20344 -0.14647 5.06346 0.37
H 0.04074 -1.90203 5.19435 0.35
H -1.30351 -1.27180 4.26291 0.26
H 1.65445 -0.99789 3.58834 0.28
H 0.34072 -0.17745 2.67521 -0.28
H 0.02137 -2.04324 1.66996 0.21
C 0.49742 2.97708 3.63061 -1.00
C 0.41402 3.17282 2.11732 -0.15
O -0.93334 2.99372 1.62621 -0.50
H 0.09845 3.85916 4.12507 0.34
H 1.53320 2.84468 3.94679 0.35
H -0.05822 2.09809 3.96167 0.16
H 1.10764 2.53955 1.55379 0.17
H 0.65911 4.21320 1.90738 0.39
H -1.17147 2.07443 1.78371 0.29
C 1.99179 -4.87523 0.36575 -1.09
C 1.36370 -4.86124 -0.99313 -0.24
O 0.10249 -4.12770 -0.96590 -0.35
H 2.98773 -5.32157 0.30495 0.37
H 1.43539 -5.50981 1.05466 0.28
H 2.10078 -3.88255 0.80637 0.37
H 1.10773 -5.87850 -1.27577 0.30
H 2.03315 -4.42503 -1.73438 0.23
H 0.22797 -3.30006 -0.47907 0.34
C -3.29655 3.00988 -1.12296 -0.82
C -2.18794 3.89446 -1.59453 -0.30
O -1.25736 3.09814 -2.43036 -0.52
H -4.08772 2.79786 -1.84750 0.35
H -3.78019 3.52460 -0.28946 0.33
H -2.89061 2.08009 -0.71810 0.07
H -1.63701 4.29582 -0.74370 0.21
H -2.52530 4.76643 -2.15746 0.45
H -0.72347 3.72178 -2.93901 0.30
C 1.33986 -1.12298 -3.77339 -0.91
C 1.87701 0.13280 -3.13943 -0.32
O 0.88844 1.17919 -3.24852 -0.45
H 2.14687 -1.84307 -3.94144 0.38
H 0.98077 -0.93713 -4.79448 0.32
H 0.65098 -1.64889 -3.10669 0.14
H 2.81119 0.42597 -3.62017 0.49
H 2.12499 -0.04237 -2.09024 0.25
H 1.34617 2.02850 -3.22828 0.24

---

3.
119
Properties=species:S:1:pos:R:3:mulliken_charge:R:1 method="wB97M-V/def2-TZVPD" lumo_ev=2.219 homo_lumo_gap_ev=6.563 charge=-1 multiplicity=1
C 3.64398 -0.75201 3.83735 -1.89
C 2.45334 -0.91833 2.86633 1.35
C 2.81040 -0.88937 1.37681 -0.72
B 1.75190 -0.08322 0.41357 0.49
C 1.91839 -0.46339 -1.20020 -0.30
C 3.09449 -1.35350 -1.61430 -0.92
C 4.42685 -0.61254 -1.85004 -0.95
N 4.41818 0.78609 -1.39793 -0.30
O 1.73598 1.42974 0.51737 -0.10
C 0.53459 1.94270 1.02237 0.59
C 0.81822 2.60837 2.36936 -0.42
C 2.04444 3.54306 2.30008 -0.72
C 3.16443 3.14314 3.22100 -0.30
Br 2.79286 3.66355 5.06360 -0.26
P -0.05613 3.33020 -0.05806 0.94
O 0.18474 4.70053 0.46475 -0.84
C -0.44156 0.69288 1.02014 1.77
C -1.35035 0.67813 -0.25510 -3.18
B -1.40967 0.44625 2.25213 1.52
O -2.17625 -0.72084 2.28301 -0.83
O -1.55386 1.31028 3.30479 -0.70
C -1.43604 0.77180 4.61392 -0.83
O 0.37373 -0.44343 0.90957 -0.51
H 3.34966 -0.18919 4.71951 0.28
H 4.45268 -0.20811 3.35377 0.39
H 4.01854 -1.72230 4.15128 0.43
H 2.01678 -1.88783 3.08026 -0.01
H 1.68490 -0.19625 3.12215 -0.94
H 2.78776 -1.92102 1.02459 0.20
H 3.85129 -0.56819 1.26402 0.14
H 0.99568 -0.92068 -1.56124 0.18
H 2.02405 0.46897 -1.74087 0.05
H 2.85879 -1.86741 -2.54933 0.46
H 3.26269 -2.14132 -0.88554 0.31
H 5.22515 -1.18910 -1.37166 0.33
H 4.67054 -0.58657 -2.91082 0.44
H 4.28908 0.83537 -0.39444 0.04
H 5.32789 1.19105 -1.58273 0.28
H -0.02832 3.18906 2.71697 0.66
H 0.98644 1.84377 3.11955 -0.14
H 2.42858 3.61037 1.28792 0.24
H 1.71872 4.54678 2.55515 0.49
H 4.08422 3.65964 2.97131 0.49
H 3.35906 2.08188 3.20290 -0.11
H -1.41658 3.13981 -0.31882 -0.11
H 0.56086 3.13443 -1.30920 -0.22
H -1.58692 -0.36586 -0.43743 0.67
H -0.75162 1.00368 -1.10637 0.13
H -2.24578 1.28664 -0.18354 0.47
H -2.85075 -0.70242 1.60657 0.20
H -1.49847 -0.31462 4.62194 0.20
H -0.48017 1.06095 5.04042 0.23
H -2.23428 1.15521 5.24446 0.38
N -2.89142 2.48302 -2.57892 0.31
C -3.74900 3.47483 -2.80842 -0.24
C -4.61631 3.50239 -3.88990 -0.70
C -4.58656 2.44015 -4.78255 -0.25
C -3.69842 1.40284 -4.55521 -1.07
C -2.87294 1.46768 -3.43956 -0.55
H -3.73342 4.28891 -2.09008 0.40
H -5.29394 4.33445 -4.02850 0.42
H -5.24612 2.42441 -5.64185 0.38
H -3.63716 0.55358 -5.22193 0.45
H -2.16462 0.67998 -3.22872 0.88
N -2.88287 -1.69442 -3.28755 0.09
C -3.81422 -1.92753 -2.36981 -0.08
C -4.31154 -3.19303 -2.09603 -0.91
C -3.81719 -4.26741 -2.82092 -0.25
C -2.84482 -4.03552 -3.78047 -0.66
C -2.40975 -2.73224 -3.96665 -0.05
H -4.17531 -1.05583 -1.83154 0.45
H -5.06663 -3.33066 -1.33400 0.40
H -4.18108 -5.27021 -2.63589 0.37
H -2.42456 -4.84050 -4.36714 0.44
H -1.64944 -2.49955 -4.70172 0.16
N -0.72616 -2.72279 -7.23598 -0.46
C -0.45055 -1.45130 -6.94597 -0.27
C -0.57478 -0.41172 -7.85548 -0.51
C -1.00465 -0.70618 -9.13819 -0.34
C -1.29297 -2.02396 -9.45646 -0.33
C -1.13892 -2.98835 -8.47218 -0.28
H -0.11700 -1.25310 -5.93263 0.70
H -0.33956 0.60031 -7.55540 0.43
H -1.11411 0.07739 -9.87711 0.37
H -1.63195 -2.30155 -10.44535 0.36
H -1.35856 -4.03003 -8.68228 0.35
N 0.24535 1.91201 -4.45699 -0.07
C 1.52205 1.89683 -4.08244 -0.36
C 2.29741 3.04208 -3.96374 -0.65
C 1.72200 4.26396 -4.27046 -0.28
C 0.39357 4.29526 -4.67042 -0.75
C -0.29517 3.09515 -4.73429 -0.01
H 1.93521 0.92541 -3.84555 0.58
H 3.32231 2.96835 -3.62741 0.42
H 2.29474 5.17897 -4.18645 0.36
H -0.10330 5.22671 -4.90591 0.42
H -1.34098 3.07560 -5.02505 0.38
N 0.50424 -3.89925 4.10258 -0.23
C 0.78423 -4.79928 5.03982 -0.24
C -0.18544 -5.48589 5.75640 -0.50
C -1.51818 -5.21405 5.48544 -0.25
C -1.82218 -4.27429 4.51388 -0.67
C -0.77724 -3.64645 3.84796 -0.24
H 1.83890 -4.97383 5.22689 0.37
H 0.09874 -6.20993 6.50838 0.39
H -2.30598 -5.72530 6.02505 0.38
H -2.84671 -4.02624 4.27253 0.40
H -0.96987 -2.90121 3.08094 0.53
N 1.39515 0.35851 7.10866 -0.09
C 1.37093 1.18927 8.14458 -0.25
C 0.68605 0.92745 9.32278 -0.47
C -0.01867 -0.26193 9.42352 -0.33
C -0.00680 -1.13473 8.34732 -0.73
C 0.71595 -0.77808 7.21667 -0.21
H 1.93037 2.11061 8.01803 0.31
H 0.70287 1.64113 10.13555 0.38
H -0.56960 -0.50284 10.32433 0.36
H -0.54356 -2.07363 8.37715 0.42
H 0.75695 -1.43130 6.35338 0.62

---

4.
119
Properties=species:S:1:pos:R:3:mulliken_charge:R:1 method="wB97M-V/def2-TZVPD" lumo_ev="-7.025 / -10.076" homo_lumo_gap_ev="2.546 / 0.831" charge=+2 relative_energy_kcal_mol=13.7 multiplicity=5
Pt 12.63304 13.24772 16.58116 0.94
Se 12.83149 18.28023 20.95646 -0.24
P 12.53420 18.66225 18.81763 0.97
C 13.61437 19.92955 18.05618 -0.11
C 13.58728 19.97305 16.67757 -0.19
C 14.44842 20.80407 15.93850 -0.73
C 15.48627 21.46029 16.60793 -0.53
C 15.60012 21.25616 17.97094 -0.61
C 14.56753 20.67897 18.69549 -0.24
C 10.87511 19.36258 18.91361 0.33
C 9.82126 18.48339 18.77818 -0.17
C 8.53603 18.91830 18.82021 -0.52
C 8.25618 20.29894 18.84552 -0.52
C 9.27307 21.20274 18.86062 -0.44
C 10.59560 20.73893 18.76276 -0.59
C 12.55484 17.25284 17.76718 -0.16
C 12.94330 15.96426 18.05442 0.01
N 12.26161 15.16571 17.13103 0.59
N 11.51412 16.00320 16.32555 -0.27
N 11.71615 17.24501 16.67947 -0.71
P 14.08754 15.10362 19.15329 0.53
Se 14.67206 13.38818 17.99227 -0.24
C 15.39086 16.15159 19.74561 0.57
C 16.35937 16.73208 18.85365 -0.39
C 17.41318 17.53466 19.30733 -0.60
C 17.43415 17.93619 20.67404 -0.68
C 16.37175 17.56665 21.48495 -0.73
C 15.48888 16.58000 21.04350 -0.34
C 13.26818 14.36234 20.54798 0.96
C 11.88570 14.29655 20.75992 -0.38
C 11.40615 13.60001 21.87054 -0.65
C 12.24444 13.06574 22.79914 -0.59
C 13.61722 13.02491 22.57308 -0.64
C 14.13625 13.72885 21.51780 -0.61
H 12.94537 19.29420 16.07690 0.38
H 14.32139 20.94080 14.89878 0.55
H 16.11804 22.18181 16.05554 0.41
H 16.52896 21.55007 18.44589 0.46
H 14.64645 20.71333 19.81703 0.35
H 10.14167 17.42670 18.76045 0.06
H 7.80085 18.16302 18.81822 0.47
H 7.22210 20.62028 18.92434 0.36
H 9.13132 22.30323 18.90818 0.37
H 11.40695 21.47866 18.71248 0.31
H 16.31645 16.47436 17.80864 0.49
H 18.15135 17.86670 18.62286 0.50
H 18.21282 18.57122 21.12768 0.37
H 16.28040 17.95392 22.47738 0.54
H 14.74360 16.22976 21.79889 0.43
H 11.21300 14.73611 20.00247 0.31
H 10.32641 13.41481 21.93758 0.42
H 11.84582 12.67269 23.73399 0.41
H 14.26850 12.42197 23.17563 0.49
H 15.24918 13.62498 21.28386 0.25
C 20.76241 14.06258 13.74974 -0.78
C 20.82069 15.61812 13.97464 0.53
O 21.90677 16.25380 14.01488 -0.21
C 19.54515 16.35498 14.13464 0.49
C 19.62109 17.56540 14.79557 -0.79
C 18.42607 18.14847 15.25036 -0.36
C 17.12461 17.73157 14.81860 -0.40
C 17.08517 16.73816 13.88290 -0.29
C 18.25758 15.96808 13.45920 0.46
O 18.19810 15.10665 12.56097 -0.57
H 21.04282 13.59834 14.69059 0.36
H 21.46614 13.88635 12.92444 0.38
H 19.72674 13.76373 13.42535 0.16
H 20.54182 18.06589 15.03878 0.47
H 18.50002 18.95760 15.98114 0.55
H 16.16486 18.13782 15.22446 0.58
H 16.16767 16.40064 13.38128 0.38
N 12.48127 11.22969 14.31411 -0.22
P 13.36957 11.15922 15.77926 0.94
C 12.84650 9.78653 16.76890 0.06
C 12.56219 8.56294 16.18862 -0.24
C 11.89409 7.54449 16.95248 -1.02
C 11.84902 7.72709 18.28789 -0.40
C 12.35382 8.84417 18.90089 -0.65
C 12.76124 9.91837 18.15354 -0.36
C 15.07936 10.83379 15.40582 0.42
C 15.97601 11.88849 15.00897 -0.25
C 17.29428 11.62455 14.74586 -0.72
C 17.77338 10.32544 14.95478 -0.43
C 16.92785 9.33087 15.37430 -0.80
C 15.58251 9.54210 15.61218 -0.83
P 11.72192 12.76548 14.47782 -0.02
C 12.40571 13.78307 13.25918 1.11
C 11.80174 15.01108 12.89539 -0.56
C 12.52281 15.95915 12.14934 -0.62
C 13.82931 15.71117 11.69420 -0.71
C 14.45961 14.51636 12.13526 -0.78
C 13.73042 13.58633 12.86990 -0.63
C 9.91714 12.73474 14.31331 0.60
C 9.16998 11.73417 13.68073 -0.70
C 7.84379 12.05543 13.30362 -0.52
C 7.31764 13.27492 13.57577 -0.49
C 7.98885 14.18714 14.38742 -0.54
C 9.24437 13.85546 14.77993 -0.42
H 12.99767 11.02474 13.48468 0.39
H 13.01061 8.32042 15.23966 0.48
H 11.55141 6.65602 16.47122 0.46
H 11.40341 6.94387 18.90048 0.39
H 12.50212 8.89984 19.99731 0.40
H 12.79604 10.89909 18.58295 0.40
H 15.55388 12.92393 14.91671 0.45
H 17.87809 12.38589 14.29313 0.57
H 18.88574 10.08941 14.86892 0.28
H 17.34314 8.30062 15.53547 0.36
H 14.94717 8.80748 16.03609 0.59
H 10.82214 15.25634 13.27591 0.41
H 12.05051 16.96640 12.04211 0.35
H 14.28315 16.41758 11.04904 0.54
H 15.46994 14.28546 11.79943 0.60
H 14.27495 12.62277 13.05676 0.24
H 9.58435 10.76742 13.44276 0.49
H 7.19133 11.29894 12.78612 0.34
H 6.32479 13.58735 13.19101 0.35
H 7.56076 15.13980 14.67765 0.47
H 9.81531 14.52657 15.40465 0.30

---

We obtain max |F| values of 4.41 2.20 1.26 3.84 eV/A for the records listed above, in that order.